No. 1
This record from the Open Molecules 2025 dataset describes a molecular structure, C7H16BaCl3GeOS3 in a non-equilibrium geometry. The level of theory is ωB97M-V/def2-TZVPD.

As for the energy above the lowest of the compared OMol25 structures with the same formula, charge and spin: 11.6 kcal/mol. Its total energy is -5028.63659 hartree. The value obtained for the HOMO-LUMO gap (alpha / beta) is 7.1 / 4.4 eV. Its expectation value of S² is 0.75. As for the total charge: +2. The HOMO energy (alpha / beta) comes out at -14.1944 / -14.1943 eV. As for the spin multiplicity: 2.

XYZ file:
```
32
Properties=species:S:1:pos:R:3:forces:R:3
Ba -0.312876 -0.416446 0.873171 -1.405 -1.666 -1.501
C -5.317655 -1.318384 0.894776 -0.225 0.087 -0.170
C -5.163456 0.197997 0.788474 0.080 -0.289 -0.141
S -3.460387 0.775110 0.560261 0.820 0.247 0.638
C -3.206350 1.264829 -1.156893 -0.329 -0.319 -0.037
C -3.301714 0.117295 -2.143414 0.277 0.123 -0.079
S -1.970049 -1.104506 -1.843038 -0.209 -0.005 -0.247
C -2.878114 -2.680051 -1.931686 0.090 0.005 0.245
C -3.740086 -3.031243 -0.723479 -0.240 -0.035 -0.174
S -5.393410 -2.247853 -0.658438 0.282 0.047 -0.005
H -6.267858 -1.513476 1.393307 0.032 -0.034 0.055
H -4.526888 -1.755387 1.502778 -0.085 0.046 0.158
H -5.488224 0.645794 1.727079 0.025 0.140 -0.037
H -5.755809 0.629953 -0.018833 -0.069 -0.059 0.041
H -2.200955 1.696654 -1.181220 -0.068 0.185 0.037
H -3.913306 2.059345 -1.393064 0.046 0.027 -0.114
H -3.191096 0.489321 -3.161908 0.040 -0.030 -0.002
H -4.253026 -0.401374 -2.057365 0.009 -0.032 0.015
H -2.100531 -3.436566 -2.051668 -0.020 0.004 -0.075
H -3.459844 -2.656466 -2.852158 0.029 -0.030 -0.028
H -3.219406 -2.800259 0.205489 0.010 -0.087 0.046
H -3.932132 -4.104334 -0.752675 0.107 -0.020 0.038
C 3.146598 -0.297024 -0.556874 -0.007 0.001 -0.057
O 1.826397 -0.864478 -0.814655 -0.113 0.061 0.456
H 3.892045 -0.767110 -1.191513 -0.018 -0.031 -0.009
H 3.418167 -0.462377 0.484592 -0.008 -0.031 0.036
H 3.117506 0.765987 -0.775177 -0.027 0.037 -0.031
H 1.928459 -1.577640 -1.453520 -0.111 0.040 -0.083
Cl 2.372345 2.923733 1.305026 0.074 0.027 -0.089
Ge 1.149450 1.613394 2.411059 1.366 1.810 1.146
Cl 2.253464 0.355160 3.717387 -0.093 -0.165 -0.095
Cl -0.386045 2.657595 3.403130 -0.259 -0.054 0.061
```
Forces are in eV/Å.

Results of the Mulliken charge analysis, in e, for atoms 1 through 2: 1.73, -0.65

---

No. 2
This record from the Open Molecules 2025 dataset describes a molecular structure, C60H46BiFGeNO3P3S2Te in a non-equilibrium geometry. The level of theory is ωB97M-V/def2-TZVPD.

As for the energy above the lowest of the compared OMol25 structures with the same formula, charge and spin: 0.0 kcal/mol. Its total energy is -7074.31188 hartree. The value obtained for the HOMO-LUMO gap is 5.9 eV. As for the total charge: -2. The HOMO energy comes out at -1.9889 eV.

XYZ file:
```
119
Properties=species:S:1:pos:R:3:forces:R:3
Bi 0.364500 -0.419300 -0.556300 -0.320 0.901 1.330
F -0.649400 0.514100 6.305000 0.057 -0.045 -1.205
Ge -0.473600 0.380600 4.317600 -0.032 -0.305 0.567
C -1.425800 2.128600 4.010600 0.461 -0.682 -0.105
C -1.645900 2.917200 5.134700 0.100 0.115 0.399
C -2.500600 4.001900 5.107100 0.008 0.042 0.070
C -3.175800 4.311800 3.938200 -0.125 0.120 -0.080
C -2.933300 3.566300 2.803600 -0.126 0.094 0.096
C -2.043600 2.491800 2.821100 0.101 0.045 -0.123
P -1.703800 1.636800 1.229200 -0.515 0.543 0.118
C -1.302400 3.110500 0.220400 0.028 -0.417 -0.205
C -1.269200 2.811400 -1.150200 0.008 0.283 0.388
C -0.869500 3.771600 -2.068400 0.007 -0.038 -0.180
C -0.525200 5.036400 -1.616600 -0.090 0.000 -0.030
C -0.564700 5.340300 -0.268200 -0.048 0.220 0.041
C -0.921600 4.368500 0.653300 -0.128 0.046 -0.080
C -3.485900 1.409500 0.831900 0.005 -0.100 -0.108
C -4.132800 0.470400 1.631400 0.024 0.121 -0.009
C -5.447600 0.121900 1.399800 -0.167 -0.063 0.080
C -6.143500 0.712400 0.357300 -0.160 -0.069 -0.015
C -5.516100 1.663100 -0.428900 -0.180 0.067 -0.128
C -4.199100 2.015900 -0.194100 0.023 0.015 0.054
C 1.529000 0.532100 4.550300 -1.006 -0.183 -0.184
C 2.086400 0.150800 5.762100 -0.072 -0.077 0.390
C 3.445500 0.240700 5.993000 0.108 -0.070 0.089
C 4.275300 0.723600 4.995900 0.161 0.044 0.044
C 3.732200 1.092800 3.781900 0.092 0.089 0.067
C 2.364700 0.986300 3.534000 -0.030 0.027 -0.071
P 1.786000 1.376300 1.828700 0.428 0.799 0.130
C 2.407000 3.154700 1.748500 -0.335 -0.187 -0.014
C 2.212000 3.767300 0.509800 0.127 -0.056 -0.017
C 2.500600 5.102000 0.309500 0.170 0.142 -0.085
C 2.919700 5.883700 1.374600 0.065 0.157 -0.050
C 3.037700 5.312000 2.630500 0.060 0.237 0.148
C 2.783700 3.963600 2.815900 0.084 -0.161 0.092
C 3.223600 0.598300 0.942200 -0.151 -0.015 -0.148
C 3.907800 1.189900 -0.114500 -0.089 0.136 -0.025
C 4.920600 0.516400 -0.777700 0.209 -0.097 -0.146
C 5.281200 -0.763800 -0.398600 0.096 0.059 0.008
C 4.624200 -1.357400 0.665300 0.139 -0.047 0.004
C 3.615700 -0.686500 1.324500 0.020 -0.227 0.034
C -1.971500 -1.024500 4.283200 0.809 0.539 -0.034
C -2.770800 -1.108200 5.414200 -0.110 0.146 0.328
C -3.794300 -2.031200 5.529900 -0.120 -0.069 0.067
C -4.027300 -2.909300 4.491000 -0.105 -0.086 0.043
C -3.264400 -2.819600 3.342300 -0.126 -0.097 -0.063
C -2.243300 -1.883600 3.201800 -0.153 0.161 -0.204
P -1.298700 -1.859700 1.602100 -0.230 -1.069 -0.005
C -2.456800 -3.020100 0.600600 0.166 0.359 -0.065
C -2.458700 -4.408300 0.497300 0.065 0.092 0.181
C -3.246600 -5.053400 -0.438400 -0.081 -0.237 0.010
C -4.078400 -4.327200 -1.275400 -0.069 -0.060 -0.120
C -4.110300 -2.946300 -1.172600 -0.153 -0.005 -0.124
C -3.286500 -2.309100 -0.262700 -0.082 0.042 0.197
C -0.048400 -3.146300 1.990100 0.070 -0.038 -0.005
C 0.444900 -3.339700 3.275500 -0.070 0.099 -0.010
C 1.472000 -4.236900 3.504200 0.074 -0.042 0.239
C 2.027500 -4.950900 2.455600 0.104 -0.130 -0.021
C 1.525500 -4.780500 1.175600 0.157 -0.152 0.036
C 0.491700 -3.893800 0.951300 -0.051 0.037 0.046
H -1.142300 2.659000 6.051300 0.017 -0.112 0.178
H -2.658800 4.594200 5.999800 0.021 0.009 0.059
H -3.881600 5.133700 3.909600 -0.003 0.030 -0.016
H -3.444100 3.815300 1.882400 -0.007 0.023 -0.037
H -1.440400 1.292000 -2.391800 0.123 -0.111 -0.107
H -0.816000 3.532100 -3.121400 -0.030 -0.046 -0.065
H -0.218000 5.787400 -2.331400 0.026 0.065 -0.073
H -0.294300 6.329700 0.074200 0.083 0.028 0.027
H -0.902000 4.594600 1.709700 0.014 0.016 0.042
H -3.584200 0.009200 2.440700 -0.072 -0.069 0.079
H -5.924900 -0.619600 2.025400 -0.017 -0.075 0.055
H -7.170200 0.433100 0.157100 -0.043 -0.017 0.000
H -6.057500 2.134200 -1.239900 -0.035 0.034 -0.041
H -3.737400 2.770600 -0.812900 0.063 0.029 -0.046
H 1.430600 -0.207800 6.540100 -0.059 0.009 0.078
H 3.856000 -0.065000 6.948000 0.008 -0.024 0.032
H 5.344000 0.799400 5.156900 0.040 0.024 0.003
H 4.381500 1.460800 2.998500 0.047 0.003 -0.010
H 1.813100 3.178400 -0.309500 -0.069 0.029 -0.118
H 2.379700 5.539700 -0.673100 -0.050 0.007 -0.027
H 3.135700 6.936200 1.228600 -0.004 0.008 0.012
H 3.336100 5.924800 3.474000 -0.007 0.002 0.028
H 2.880100 3.530300 3.803700 0.027 0.043 0.026
H 3.663300 2.190500 -0.435800 -0.004 -0.016 -0.043
H 5.422700 0.994000 -1.609600 -0.015 0.046 -0.036
H 6.055500 -1.301600 -0.929400 0.038 -0.003 -0.060
H 4.883100 -2.358900 0.981500 0.000 -0.060 -0.017
H 3.118100 -1.181100 2.143100 -0.073 -0.001 0.050
H -2.576500 -0.433100 6.231600 0.113 0.074 0.094
H -4.395600 -2.073300 6.429600 -0.012 0.028 0.062
H -4.800000 -3.665500 4.563100 -0.043 -0.010 -0.001
H -3.473200 -3.503700 2.536600 -0.054 -0.025 -0.002
H -1.829500 -4.989900 1.159700 0.028 -0.066 -0.019
H -3.218700 -6.134800 -0.504900 0.006 -0.039 -0.044
H -4.682300 -4.837800 -2.015600 -0.051 -0.004 -0.008
H -4.758700 -2.367100 -1.818800 0.006 0.043 -0.032
H -3.279700 -1.225900 -0.205700 0.007 0.051 -0.114
H 0.045500 -2.760800 4.099300 0.010 -0.016 -0.013
H 1.850100 -4.367300 4.512100 0.026 0.018 -0.005
H 2.855000 -5.628000 2.632700 -0.006 -0.030 0.010
H 1.954100 -5.318500 0.341800 0.043 -0.039 -0.075
H 0.106900 -3.767100 -0.050700 0.026 -0.026 -0.039
O -1.677400 1.566700 -1.458100 -0.065 -0.026 -0.331
N -0.845700 0.864100 -3.858800 0.163 0.353 0.061
C -1.630100 0.900300 -4.926600 -0.228 -0.024 -0.408
C -1.188300 1.223400 -6.191000 -0.043 -0.040 -0.066
C 0.165300 1.534800 -6.342800 -0.096 0.042 -0.021
C 0.988100 1.503600 -5.248300 -0.032 -0.054 -0.077
C 0.459600 1.150800 -3.989400 0.111 -0.013 0.118
S 1.506800 1.119900 -2.627500 0.554 0.234 -0.061
H -2.668700 0.649300 -4.742000 -0.087 0.033 -0.040
H -1.866100 1.242700 -7.031400 -0.073 -0.034 -0.016
H 0.555200 1.804100 -7.316400 0.042 0.012 -0.038
H 2.038400 1.743800 -5.310500 0.060 -0.020 -0.035
O 1.066600 -0.680500 1.864100 0.323 -0.309 -0.291
O -0.149200 -0.560100 2.557000 -0.072 0.402 0.867
Te -0.531900 -2.216600 -2.530500 0.101 -0.611 -0.381
S 2.689400 -3.008000 -1.739600 -0.153 0.130 -0.011
C 1.355000 -2.114500 -1.571000 0.275 -0.865 -0.695
```
Forces are in eV/Å.

Results of the Mulliken charge analysis, in e, for atoms 1 through 2: 0.77, -0.69

---

No. 3
This record from the Open Molecules 2025 dataset describes C9H15PS in the gas phase in a non-equilibrium geometry. The level of theory is ωB97M-V/def2-TZVPD.

As for the energy above the lowest of the compared OMol25 structures with the same formula, charge and spin: 0.9 kcal/mol. Its total energy is -1091.41160 hartree. The value obtained for the HOMO-LUMO gap is 9.1 eV. Its SMILES is Cc1sc(C)c(P(C)C)c1C. The HOMO energy comes out at -8.1545 eV.

XYZ file:
```
26
Properties=species:S:1:pos:R:3:forces:R:3
C 3.651137 0.756040 0.109425 -0.560 -0.031 2.180
C 2.250059 0.362109 0.074693 -1.000 -2.283 -0.834
S 2.123033 -1.323667 -0.355169 0.171 0.421 -0.046
C 0.419684 -1.329355 -0.397475 0.061 0.117 0.553
C -0.159077 -2.706796 -0.715932 0.031 4.256 -3.458
C -0.077254 -0.087570 -0.080420 0.237 1.318 0.666
P -1.769047 0.714546 -0.146839 0.128 -1.150 -1.508
C -2.504359 0.073613 1.387670 -0.911 1.216 -0.787
C -2.746968 -0.310745 -1.410471 -0.172 -1.207 0.822
C 1.016570 0.887037 0.286174 0.294 -0.782 -0.799
C 0.903304 2.314645 0.716616 -0.664 0.791 -0.858
H 4.304231 0.164134 -0.457085 0.765 -0.541 -1.073
H 3.829580 1.762418 0.093475 0.298 2.895 -1.394
H 3.951168 0.675784 1.125819 0.634 -0.923 1.337
H 0.594833 -3.173161 -1.349215 -0.537 -0.672 0.201
H -0.471692 -3.156320 0.121405 -0.671 -2.203 3.065
H -1.071565 -2.418695 -1.269765 0.326 -0.849 -0.230
H -3.511908 0.494468 1.596543 0.736 -0.264 -0.111
H -1.770248 0.430988 2.060579 0.396 0.012 1.459
H -2.519177 -0.973938 1.285448 -0.106 -1.360 0.449
H -3.566160 0.345017 -1.624510 -0.868 0.227 -0.048
H -3.181385 -1.358136 -1.134140 0.919 1.857 -0.105
H -2.259035 -0.408639 -2.368618 0.542 -0.054 -0.179
H 1.102382 3.041822 -0.082248 0.037 -0.356 -0.249
H -0.085713 2.581120 1.028740 -0.728 -0.035 0.276
H 1.547614 2.643287 1.505307 0.643 -0.402 0.672
```
Forces are in eV/Å.

Results of the Mulliken charge analysis, in e, for atoms 1 through 2: -1.70, 0.83

---

No. 4
This record from the Open Molecules 2025 dataset describes a molecular structure, C22H26ClDyNOP in a non-equilibrium geometry. The level of theory is ωB97M-V/def2-TZVPD.

Its total energy is -2669.95626 hartree. The value obtained for the HOMO-LUMO gap (alpha / beta) is 5.3 / 7.9 eV. Its expectation value of S² is 9.26. As for the total charge: +2. The HOMO energy (alpha / beta) comes out at -14.5655 / -14.5969 eV. As for the spin multiplicity: 6.

XYZ file:
```
53
Properties=species:S:1:pos:R:3:forces:R:3
Dy 0.221103 0.979539 2.323359 0.490 1.110 0.053
Cl 0.221067 2.037668 4.515748 -0.036 0.212 0.132
P 0.126750 0.818602 -0.467444 0.146 0.383 -1.997
C -1.252424 -0.015228 -1.324191 -0.621 -0.255 0.302
C -1.087323 -0.784965 -2.489773 0.223 0.232 0.143
C -2.204811 -1.335363 -3.123726 -0.194 -0.078 0.159
C -3.487983 -1.170009 -2.582576 0.375 -0.074 -0.029
C -3.650888 -0.453704 -1.390300 -0.213 -0.020 0.095
C -2.551214 0.122001 -0.761668 0.590 -0.108 -0.268
C -0.106218 2.614673 -0.754419 -0.183 0.214 0.062
C 0.750831 3.507080 -0.076586 -0.422 -0.034 0.059
C 0.579266 4.885379 -0.218985 0.074 0.095 0.126
C -0.427291 5.398710 -1.043300 -0.126 -0.506 -0.059
C -1.275319 4.509080 -1.717468 0.098 -0.009 0.074
C -1.121622 3.123726 -1.582311 0.152 0.168 0.245
C 1.702201 0.441520 -1.320828 0.562 -0.203 0.668
C 2.780476 -0.075823 -0.556760 -0.632 0.248 -0.204
C 4.022967 -0.269012 -1.144688 0.416 -0.162 -0.071
C 4.215361 0.007464 -2.503733 -0.244 0.174 -0.027
C 3.157096 0.532278 -3.259438 -0.135 -0.041 0.260
C 1.908646 0.772405 -2.666672 0.007 -0.023 -0.176
H 1.567858 3.138279 0.566076 -0.190 0.104 -0.304
H 1.224275 5.567590 0.336740 -0.126 -0.204 -0.223
H -0.563740 6.478547 -1.153991 0.084 -0.450 0.081
H -2.080808 4.896655 -2.343130 0.283 -0.115 0.130
H -1.792584 2.440927 -2.108382 0.203 0.267 0.157
H -0.081861 -0.945040 -2.906793 -0.599 0.083 0.201
H -2.065600 -1.924202 -4.035046 -0.073 0.257 0.340
H -4.352486 -1.629622 -3.077248 0.405 0.273 0.247
H -4.647893 -0.356401 -0.941713 0.477 0.001 -0.253
H -2.692452 0.694596 0.166696 -0.006 -0.151 -0.389
H 2.636385 -0.326381 0.504392 0.078 0.050 -0.461
H 4.859165 -0.643933 -0.540543 -0.419 0.144 -0.311
H 5.192703 -0.164557 -2.976570 -0.540 0.092 0.299
H 3.300429 0.767479 -4.315391 -0.032 -0.065 0.339
H 1.092017 1.211500 -3.260687 0.478 -0.205 0.294
H 0.011714 -5.581730 -4.196480 0.315 0.014 0.016
H 0.760727 -5.547871 -4.163405 -0.316 -0.009 -0.014
C -1.068250 -2.906494 4.904357 0.022 -0.504 0.135
N -0.714497 -2.002363 3.790762 0.341 0.609 -0.834
C -1.661429 -0.907043 3.407956 0.325 -0.468 -0.218
C 0.482540 -2.041841 3.202828 -0.627 1.684 0.394
C 1.415513 -3.166487 3.311175 0.159 -0.754 0.530
O 0.871532 -0.968013 2.566389 -0.221 -1.788 0.191
H -2.041003 -2.621385 5.325619 0.345 -0.020 -0.269
H -0.299991 -2.809518 5.692614 -0.455 -0.124 -0.348
H -1.122676 -3.947835 4.542299 -0.058 0.483 0.265
H -1.645612 -0.066674 4.142157 0.079 -0.454 -0.501
H -1.407184 -0.600819 2.336581 -0.765 -0.651 1.150
H -2.682264 -1.320877 3.353587 0.467 0.202 0.082
H 1.552104 -3.653513 2.333743 -0.024 0.307 0.183
H 2.381371 -2.787465 3.664304 -0.128 -0.099 -0.192
H 1.051308 -3.921532 4.016848 0.193 0.168 -0.262
```
Forces are in eV/Å.

Results of the Mulliken charge analysis, in e, for atoms 1 through 2: 1.21, -0.41